No. 1
The following is a DFT calculation (wB97M-V/def2-TZVPD) of a 2-piece molecular cluster, C3H8N2 overall at a distorted geometry.

Summary:
DFT total energy (eV): -6219.0772
HOMO-LUMO gap (eV): 9.302
LUMO energy (hartree): 0.034
E_HOMO (eV): -8.39
ΔE to the lowest compared entry with this formula, charge and spin (kcal/mol): 63.87
Maximum force (Eh/bohr): 0.0263

Last column: Löwdin charge in e.
Element x y z (Å)
C1 1.698 -2.495 -0.399  -0.0376
C2 1.289 -1.840 0.692  -0.3228
N1 1.312 -0.475 0.850  0.0248
H1 2.137 -1.911 -1.206  0.0449
H2 1.839 -3.564 -0.390  0.0357
H3 1.108 -2.466 1.560  0.0990
H4 0.555 0.042 1.274  0.0788
H5 1.537 0.018 -0.005  0.0755
C3 -1.602 2.381 -0.850  -0.1502
N2 -2.690 2.186 -0.234  0.0116
H6 -0.899 1.555 -0.974  0.0475
H7 -1.341 3.342 -1.283  0.0578
H8 -3.329 2.953 -0.445  0.0350

***

No. 2
The following is a DFT calculation (wB97M-V/def2-TZVPD) of a 3-piece molecular cluster, C5H12O overall at a distorted geometry.

Summary:
DFT total energy (eV): -7423.5218
HOMO-LUMO gap (eV): 10.129
LUMO energy (hartree): 0.043
E_HOMO (eV): -8.95
ΔE to the lowest compared entry with this formula, charge and spin (kcal/mol): 87.39
Maximum force (Eh/bohr): 0.0447

Last column: Löwdin charge in e.
Element x y z (Å)
C1 2.608 -0.400 0.702  -0.1235
C2 1.611 -0.751 -0.395  -0.2308
C3 0.253 -0.150 -0.065  -0.2585
O1 -0.553 -0.068 -1.136  -0.1563
C4 -1.678 0.663 -0.915  -0.3004
C5 -2.578 0.193 0.217  -0.1060
H1 3.601 -0.808 0.493  0.0696
H2 2.277 -0.800 1.668  0.0736
H3 2.685 0.687 0.796  0.0714
H4 1.579 -1.851 -0.514  0.1171
H5 1.939 -0.357 -1.364  0.1127
H6 -0.220 -0.539 0.845  0.1073
H7 0.007 1.419 0.274  0.1550
H8 -2.180 0.765 -1.892  0.1184
H9 -0.921 1.749 -0.250  0.1253
H10 -3.591 0.578 0.073  0.0740
H11 -2.200 0.573 1.168  0.0649
H12 -2.639 -0.903 0.297  0.0861

***

No. 3
The following is a DFT calculation (wB97M-V/def2-TZVPD) of one molecule with the formula C6H8O2S3 at a distorted geometry.

Summary:
DFT total energy (eV): -42947.6852
HOMO-LUMO gap (eV): 8.919
LUMO energy (hartree): 0.000
E_HOMO (eV): -8.93
ΔE to the lowest compared entry with this formula, charge and spin (kcal/mol): 74.98
Maximum force (Eh/bohr): 0.0741

Last column: Löwdin charge in e.
Element x y z (Å)
C1 -0.322 -0.044 -2.527  0.1261
C2 -0.602 0.301 -1.406  -0.1586
C3 -0.841 0.743 -0.009  -0.3304
C4 0.079 2.031 0.265  -0.3390
S1 1.836 1.738 -0.379  0.7178
S2 2.034 -0.221 0.428  0.0524
O1 3.008 -0.168 1.419  -0.3833
S3 2.296 -1.487 -0.977  0.3453
O2 0.749 -0.471 1.335  -0.3294
C5 -0.671 -0.357 0.978  -0.3188
C6 -1.111 -1.729 0.326  -0.0221
H1 0.001 -0.424 -3.417  0.0217
H2 -1.742 1.142 0.206  0.1046
H3 -0.444 2.852 -0.123  0.0715
H4 0.296 2.204 1.246  0.0316
H5 -1.148 -0.125 2.091  0.2123
H6 -0.988 -2.613 0.981  0.0969
H7 -0.329 -1.797 -0.481  0.0382
H8 -2.103 -1.577 0.045  0.0633

***

No. 4
The following is a DFT calculation (wB97M-V/def2-TZVPD) of one molecule with the formula C3H7NO at a distorted geometry.

Summary:
DFT total energy (eV): -6757.8666
HOMO-LUMO gap (eV): 10.081
LUMO energy (hartree): 0.027
E_HOMO (eV): -9.35
ΔE to the lowest compared entry with this formula, charge and spin (kcal/mol): 112.62
Maximum force (Eh/bohr): 0.1745

Last column: Löwdin charge in e.
Element x y z (Å)
O1 -0.764 0.170 1.328  -0.1635
C1 -0.682 -1.004 0.475  -0.2276
C2 0.082 -0.529 -0.772  -0.1891
C3 0.288 1.100 -1.006  -0.1425
N1 1.349 0.319 -0.387  -0.0113
H1 -1.173 -0.180 2.231  0.1525
H2 -1.770 -1.409 0.146  0.1609
H3 0.039 -1.640 0.903  0.0901
H4 0.423 -1.157 -1.400  0.0330
H5 0.453 1.506 -1.967  0.0464
H6 -0.845 1.651 -0.631  0.1758
H7 1.417 0.232 0.622  0.0754

***

No. 5
The following is a DFT calculation (wB97M-V/def2-TZVPD) of C9H42O17SV2 as an isolated structure at a distorted geometry.

Summary:
DFT total energy (eV): -107017.2519
Total charge: +2
HOMO-LUMO gap (alpha / beta) (eV): 5.644 / 7.824
LUMO energy (alpha / beta) (hartree): -0.332 / -0.252
E_HOMO (alpha / beta) (eV): -14.68 / -14.69
⟨S²⟩: 6.3805
Maximum force (Eh/bohr): 0.0849
Multiplicity: 5

Last column: Löwdin charge in e.
Element x y z (Å)
V1 6.428 7.281 10.966  1.2688
V2 10.639 10.452 11.662  1.2544
S1 9.637 7.948 11.949  0.4348
O1 8.253 7.546 11.624  -0.3437
O2 10.304 8.642 10.850  -0.3384
O3 9.652 9.137 12.793  -0.3633
O4 10.433 6.847 12.474  -0.2689
C1 12.701 11.337 9.016  -0.1263
O5 11.663 11.099 9.967  -0.3539
H1 13.104 10.431 8.563  0.0948
H2 12.291 12.002 8.257  0.0951
H3 13.478 11.858 9.576  0.0850
C2 5.447 10.345 10.222  -0.1299
O6 6.451 9.364 10.532  -0.3151
H4 5.813 11.369 10.294  0.0799
H5 4.982 10.208 9.245  0.0979
H6 4.562 10.291 10.856  0.0866
C3 12.966 6.584 10.278  -0.1346
O7 11.975 5.673 10.680  -0.1127
H7 13.523 6.151 9.447  0.0986
H8 12.636 7.605 10.088  0.0650
H9 13.671 6.682 11.104  0.0858
H10 11.653 5.976 11.532  0.0278
C4 8.841 9.686 16.039  -0.1381
O8 9.909 9.043 15.351  -0.1380
H11 7.913 9.133 15.889  0.0638
H12 9.075 9.642 17.102  0.0902
H13 8.627 10.712 15.740  0.0756
H14 9.720 8.963 14.413  -0.0181
C5 8.705 12.533 10.618  -0.0742
O9 8.760 11.126 10.855  -0.1756
H15 8.255 13.036 11.474  0.0978
H16 9.699 12.953 10.464  0.0940
H17 8.007 12.782 9.818  0.1085
H18 7.881 10.801 10.648  0.0604
C6 12.733 6.835 15.359  -0.0985
O10 12.741 7.151 13.955  -0.1425
H19 11.897 7.337 15.846  0.0685
H20 12.637 5.766 15.550  0.0831
H21 13.686 7.146 15.787  0.0908
H22 11.877 6.955 13.585  0.0153
C7 9.729 9.301 7.897  -0.1426
O11 9.659 10.711 7.705  -0.1035
H23 10.752 8.928 7.943  0.0848
H24 9.174 9.120 8.817  0.0514
H25 9.317 8.737 7.060  0.0726
H26 10.260 11.070 8.362  0.0167
O12 5.875 7.479 12.934  -0.0232
H27 5.761 6.837 13.634  0.1194
H28 5.600 8.310 13.323  0.1141
O13 8.716 4.824 13.113  -0.0124
H29 9.459 5.409 12.965  0.0093
H30 8.712 4.675 14.058  0.0813
O14 6.806 5.179 11.277  -0.0393
H31 6.555 4.345 10.879  0.1147
H32 7.488 4.949 11.907  0.0174
O15 12.412 9.554 12.470  -0.0297
H33 13.185 9.568 11.906  0.0987
H34 12.682 9.047 13.236  0.0705
O16 7.141 6.866 9.011  -0.0455
H35 6.600 6.793 8.225  0.1090
H36 8.035 6.720 8.702  0.0333
C8 9.299 5.614 6.637  -0.0525
C9 10.308 5.609 7.829  -0.2826
O17 9.738 6.095 9.010  -0.1055
H37 9.695 5.220 5.701  0.0875
H38 9.048 6.644 6.384  0.0540
H39 8.425 5.012 6.884  0.0738
H40 11.215 6.147 7.553  0.1171
H41 10.648 4.588 8.005  0.1204
H42 10.452 6.235 9.636  0.0404

***

No. 6
The following is a DFT calculation (wB97M-V/def2-TZVPD) of a 10-piece molecular cluster, C37H103N11O10 overall at a distorted geometry.

Summary:
DFT total energy (eV): -76896.3969
HOMO-LUMO gap (eV): 8.720
LUMO energy (hartree): 0.017
E_HOMO (eV): -8.25
ΔE to the lowest compared entry with this formula, charge and spin (kcal/mol): 143.52
Maximum force (Eh/bohr): 0.1010

Last column: Löwdin charge in e.
Element x y z (Å)
C1 -12.551 18.649 -23.136  -0.1096
O1 -13.060 19.372 -22.027  -0.2156
C2 -12.114 19.562 -20.929  -0.1641
C3 -12.659 20.651 -19.980  -0.4134
C4 -12.750 21.962 -20.663  -0.0723
N1 -11.675 20.905 -18.959  0.0392
H1 -11.782 19.245 -23.626  0.0836
H2 -13.346 18.432 -23.850  0.0847
H3 -12.128 17.706 -22.787  0.0827
H4 -12.025 18.600 -20.424  0.1185
H5 -11.109 19.719 -21.322  0.1188
H6 -13.664 20.406 -19.637  0.1243
H7 -12.868 22.879 -20.086  0.0660
H8 -13.620 22.052 -21.313  0.0507
H9 -11.942 22.167 -21.366  0.0904
H10 -10.758 20.626 -19.277  0.0779
H11 -11.774 20.382 -18.101  0.0771
C5 -12.924 27.519 -24.084  -0.0868
O2 -13.955 28.460 -23.778  -0.2158
C6 -13.546 29.819 -24.028  -0.1527
C7 -14.772 30.746 -23.771  -0.3983
C8 -15.647 31.025 -24.980  -0.0654
N2 -14.356 32.052 -23.241  0.0202
H12 -13.374 26.533 -24.205  0.0626
H13 -12.269 27.463 -23.215  0.0796
H14 -12.346 27.713 -24.987  0.0919
H15 -12.792 30.104 -23.295  0.1051
H16 -13.173 29.871 -25.051  0.1254
H17 -15.496 30.380 -23.043  0.1208
H18 -16.653 30.702 -24.712  0.0669
H19 -15.557 30.482 -25.920  0.0809
H20 -15.668 32.052 -25.345  0.0751
H21 -14.390 32.567 -24.109  0.0583
H22 -15.152 32.533 -22.848  0.0854
C9 -14.424 27.600 -15.673  -0.0795
O3 -14.915 28.799 -16.272  -0.2016
C10 -15.549 28.566 -17.544  -0.1802
C11 -16.238 29.918 -17.957  -0.4205
C12 -16.971 29.684 -19.280  -0.0726
N3 -15.205 30.912 -18.182  0.0464
H23 -14.341 27.904 -14.630  0.0900
H24 -13.392 27.333 -15.898  0.0593
H25 -15.170 26.812 -15.785  0.0719
H26 -14.802 28.397 -18.320  0.1118
H27 -16.313 27.794 -17.455  0.0939
H28 -16.921 30.120 -17.132  0.1349
H29 -16.311 29.198 -19.998  0.0494
H30 -17.306 30.695 -19.514  0.0783
H31 -17.919 29.160 -19.156  0.0673
H32 -14.624 30.645 -17.401  0.0529
H33 -14.703 30.900 -19.059  0.0044
C13 -10.309 27.992 -20.465  -0.1002
O4 -11.207 29.038 -20.716  -0.2278
C14 -11.309 30.036 -19.734  -0.1746
C15 -12.220 31.188 -20.324  -0.3721
C16 -12.374 32.197 -19.288  -0.1001
N4 -13.640 30.721 -20.684  0.0466
H34 -10.662 27.665 -19.488  0.0790
H35 -9.259 28.282 -20.424  0.0911
H36 -10.449 27.210 -21.211  0.0862
H37 -11.754 29.473 -18.913  0.1231
H38 -10.448 30.580 -19.347  0.1262
H39 -11.849 31.573 -21.274  0.1341
H40 -12.620 31.833 -18.291  0.0840
H41 -13.111 32.926 -19.625  0.0901
H42 -11.429 32.734 -19.203  0.0849
H43 -13.973 31.478 -21.263  0.0320
H44 -13.537 29.917 -21.288  0.0413
C17 -16.402 20.401 -20.746  -0.1249
O5 -17.644 20.307 -21.349  -0.1738
C18 -17.671 21.028 -22.547  -0.1961
C19 -18.642 20.330 -23.569  -0.4421
C20 -18.273 18.881 -23.823  -0.0675
N5 -18.565 21.067 -24.780  0.0246
H45 -16.499 19.859 -19.805  0.0783
H46 -16.014 21.413 -20.632  0.0899
H47 -15.684 19.703 -21.178  0.0852
H48 -17.859 22.089 -22.380  0.1173
H49 -16.651 21.011 -22.930  0.1052
H50 -19.674 20.324 -23.218  0.1421
H51 -18.936 18.512 -24.605  0.0774
H52 -18.406 18.387 -22.861  0.0751
H53 -17.233 18.732 -24.112  0.0769
H54 -19.477 20.989 -25.206  0.0738
H55 -17.791 20.765 -25.354  0.0761
C21 -14.885 23.939 -23.334  -0.0867
O6 -16.203 24.490 -23.350  -0.1795
C22 -16.265 25.814 -23.706  -0.2213
C23 -17.255 26.613 -22.850  -0.3697
C24 -18.157 27.563 -23.755  -0.0349
N6 -16.726 27.443 -21.798  0.0322
H56 -14.465 23.936 -24.340  0.0894
H57 -15.044 22.891 -23.081  0.0745
H58 -14.165 24.440 -22.687  0.0792
H59 -15.279 26.276 -23.762  0.0917
H60 -16.563 25.844 -24.754  0.1261
H61 -17.966 25.951 -22.355  0.1181
H62 -19.104 27.931 -23.360  0.0734
H63 -18.295 26.930 -24.631  0.0659
H64 -17.589 28.466 -23.982  0.0565
H65 -17.460 28.015 -21.406  0.0620
H66 -16.015 28.105 -22.074  0.0496
C25 -8.862 23.793 -13.431  -0.1077
O7 -9.336 24.347 -14.656  -0.1875
C26 -10.233 23.480 -15.368  -0.2104
C27 -10.845 24.194 -16.536  -0.4487
C28 -11.333 25.595 -16.191  -0.0629
N7 -11.983 23.447 -17.058  0.0554
H67 -9.628 23.393 -12.767  0.0816
H68 -8.185 24.481 -12.926  0.0868
H69 -8.319 22.888 -13.707  0.0761
H70 -9.903 22.470 -15.610  0.1240
H71 -11.110 23.352 -14.733  0.1212
H72 -10.100 24.198 -17.332  0.1350
H73 -11.848 26.029 -17.048  0.0492
H74 -10.553 26.322 -15.966  0.0757
H75 -12.027 25.709 -15.358  0.0750
H76 -12.311 23.958 -17.865  0.0201
H77 -11.567 22.559 -17.297  0.0335
C29 -15.661 22.400 -16.615  -0.0811
O8 -16.054 21.262 -17.411  -0.2071
C30 -15.337 20.062 -17.014  -0.1503
C31 -16.377 18.952 -16.466  -0.4427
C32 -17.394 19.381 -15.455  -0.0756
N8 -15.556 17.933 -15.882  0.0171
H78 -15.282 22.073 -15.647  0.0849
H79 -16.434 23.151 -16.447  0.0691
H80 -14.886 22.975 -17.122  0.0637
H81 -15.100 19.710 -18.018  0.0838
H82 -14.409 20.146 -16.450  0.1242
H83 -16.975 18.456 -17.230  0.1294
H84 -17.982 20.097 -16.029  0.0735
H85 -17.065 19.967 -14.596  0.0803
H86 -18.015 18.542 -15.142  0.0793
H87 -14.758 17.999 -16.497  0.0500
H88 -15.907 17.037 -16.188  0.0728
C33 -17.973 26.338 -15.154  -0.1112
O9 -18.910 25.686 -16.001  -0.1850
C34 -18.556 25.693 -17.416  -0.1558
C35 -19.547 24.812 -18.330  -0.3791
C36 -19.074 24.773 -19.798  -0.0728
N9 -20.989 25.177 -18.431  0.0330
H89 -17.085 25.733 -14.969  0.0784
H90 -18.408 26.772 -14.254  0.0912
H91 -17.554 27.234 -15.611  0.0613
H92 -18.414 26.689 -17.833  0.1019
H93 -17.573 25.243 -17.560  0.1024
H94 -19.526 23.827 -17.864  0.1312
H95 -19.708 24.012 -20.254  0.0775
H96 -18.156 24.189 -19.858  0.0609
H97 -19.088 25.644 -20.453  0.0646
H98 -20.972 25.985 -19.036  0.0553
H99 -21.208 25.518 -17.507  0.0598
N10 -15.267 25.247 -20.419  0.1923
C37 -14.205 25.647 -19.770  -0.7210
N11 -13.707 26.677 -20.413  0.1952
O10 -13.618 25.059 -18.852  -0.0003
H100 -15.719 25.549 -21.270  0.0611
H101 -15.572 24.326 -20.139  0.1109
H102 -12.967 27.149 -19.914  0.0926
H103 -14.277 27.182 -21.076  0.0822